{
  "formula": "C3H9NO2",
  "method": "the ωB97M-V functional and the def2-TZVPD basis",
  "relative_energy_kcal_mol": 32.3,
  "lumo_energy_ha": 0.0234,
  "homo_lumo_gap_ev": 10.3,
  "smiles": "CC(=O)O.CN",
  "e_homo_ev": -9.65,
  "charge": 0,
  "symbols": ["C", "C", "O", "O", "H", "H", "H", "H", "C", "N", "H", "H", "H", "H", "H"],
  "xyz": [[-1.12233, -0.63811, 2.44711], [-1.18265, 0.21707, 1.24855], [-2.16934, 0.76424, 0.84875], [0.00057, 0.27097, 0.55143], [-2.01294, -0.45641, 3.06873], [-0.23910, -0.54080, 3.08166], [-1.16399, -1.71903, 2.26008], [-0.02865, 0.76865, -0.28030], [2.16204, 0.02988, -1.66688], [1.73221, -0.56046, -2.97475], [2.71095, 0.97439, -1.72953], [2.54960, -0.80900, -1.06450], [1.34375, 0.49419, -1.12683], [1.37114, 0.15995, -3.58996], [0.86052, -1.07784, -2.78252]],
  "forces_ev_per_a": [[-0.366, -0.949, 1.761], [0.567, 0.226, -1.672], [-0.229, 0.220, 0.067], [-0.079, -0.487, 1.092], [0.357, 0.206, -0.302], [0.065, 0.428, -0.315], [0.041, 0.288, -0.654], [-0.812, 0.059, 0.450], [-1.098, 0.066, -0.438], [-0.705, 0.292, 0.681], [1.224, -0.873, -0.571], [0.332, 0.935, -0.100], [-0.400, -0.641, 0.103], [0.375, 0.312, -0.086], [0.727, -0.080, -0.014]]
}